# 1
DFT (ωB97M-V with the def2-TZVPD basis set) results for 2 unconnected molecules or ions with the total composition C3H4N2O2.

Geometry (Å):
1 C -0.74 -1.91 0.40
2 C -1.28 0.54 -0.06
3 C 0.96 0.77 -0.02
4 N -0.43 -1.28 1.29
5 N -0.20 0.94 -0.66
6 O 1.51 1.04 1.06
7 O 1.85 0.59 -1.02
8 H -1.19 -2.11 -0.58
9 H -2.06 0.75 -0.76
10 H -1.25 0.26 0.99
11 H 2.84 0.43 -0.64

The value obtained for the largest force on an atom is 0.153 Eh/bohr. As for the HOMO-LUMO gap: 9.8 eV. For the LUMO energy, the calculation gives -0.09 eV. The value obtained for the highest occupied orbital energy is -9.878 eV. The value obtained for the energy is -10247.5326 eV. The total charge is 0. The SMILES is C=NC(=O)O.C#N. The calculation puts the energy relative to the best compared isomer or geometry (same formula, charge and spin) at 456.6 kJ/mol.


# 2
DFT (ωB97M-V with the def2-TZVPD basis set) results for a single C5H4FI2NO2 molecule.

Geometry (Å):
1 C 0.97 -1.26 -0.86
2 C -1.86 -0.30 -0.78
3 C -0.43 0.86 1.00
4 C -0.95 -0.57 0.46
5 C 0.57 1.42 0.07
6 N 0.21 -1.31 0.05
7 O 1.82 -1.35 -1.65
8 O -2.81 0.40 -0.67
9 F 0.29 1.20 -1.25
10 I 2.60 1.33 0.39
11 I 4.43 -0.80 0.76
12 H -1.61 -0.95 -1.73
13 H -1.42 1.62 0.94
14 H -0.17 0.92 2.08
15 H -1.63 -1.22 1.20

The value obtained for the largest force on an atom is 0.074 Eh/bohr. As for the HOMO-LUMO gap (spin up / spin down): 7.4 / 7.0 eV. For the LUMO energy (spin up / spin down), the calculation gives -1.36 / -2.05 eV. The value obtained for the highest occupied orbital energy (spin up / spin down) is -8.761 / -9.004 eV. The value obtained for the energy is -29750.0734 eV. The total charge is 0.


# 3
DFT (ωB97M-V with the def2-TZVPD basis set) results for a molecular structure, C38H58BeBrCl2FIN4O10S.

Geometry (Å):
1 C 4.65 3.64 0.88
2 C 4.65 3.43 -0.75
3 C 3.85 2.04 -1.23
4 I 3.71 0.55 0.40
5 C 2.37 2.38 -1.92
6 C 1.80 1.53 -3.24
7 C 2.68 0.29 -3.86
8 C 1.81 -1.09 -4.13
9 C 2.91 -2.32 -4.25
10 C 2.59 -3.60 -3.27
11 O 2.20 -3.10 -1.93
12 C 2.63 -4.03 -0.87
13 C 3.74 -3.48 0.22
14 O 2.05 -5.24 -0.84
15 C 0.32 2.03 -3.84
16 Cl -0.44 1.22 -5.37
17 C -0.57 3.25 -3.17
18 C -2.05 3.72 -3.77
19 C -3.19 3.94 -2.58
20 C -4.65 3.33 -3.02
21 C -5.61 3.18 -1.70
22 C -5.33 1.83 -0.79
23 C -4.06 0.92 -1.28
24 C -4.16 -0.55 -0.48
25 C -4.02 -1.81 -1.56
26 O -5.32 -1.91 -2.26
27 C -5.27 -2.86 -3.39
28 C -6.64 -3.70 -3.86
29 O -4.18 -3.09 -4.14
30 C -0.02 4.08 -1.87
31 N -0.61 5.25 -1.09
32 S 0.43 5.70 0.26
33 N 1.65 4.50 -0.09
34 C 1.45 3.59 -1.28
35 H 4.98 4.76 1.11
36 H 5.48 2.93 1.37
37 H 3.60 3.50 1.40
38 H 4.22 4.37 -1.33
39 H 5.78 3.33 -1.11
40 H 4.59 1.55 -2.03
41 H 3.22 0.67 -4.86
42 H 3.56 -0.03 -3.13
43 H 1.34 -0.99 -5.22
44 H 0.96 -1.28 -3.35
45 H 2.94 -2.74 -5.36
46 H 4.02 -1.98 -4.01
47 H 3.60 -4.22 -3.12
48 H 1.80 -4.35 -3.72
49 H 4.27 -2.55 -0.30
50 H 4.50 -4.35 0.41
51 H 3.19 -3.08 1.17
52 H -1.86 4.76 -4.31
53 H -2.52 2.96 -4.52
54 H -2.88 3.48 -1.55
55 H -3.30 5.12 -2.43
56 H -5.16 4.16 -3.71
57 H -4.56 2.37 -3.68
58 H -5.43 4.14 -1.02
59 H -6.77 3.19 -1.94
60 H -6.34 1.20 -0.70
61 H -5.08 2.22 0.31
62 H -4.05 0.66 -2.42
63 H -3.01 1.36 -0.98
64 H -3.38 -0.63 0.40
65 H -5.25 -0.63 -0.04
66 H -3.13 -1.51 -2.29
67 H -3.76 -2.83 -1.03
68 H -6.29 -4.57 -4.60
69 H -7.24 -4.11 -2.94
70 H -7.31 -2.96 -4.50
71 Be 3.59 -2.86 2.94
72 C 6.78 8.21 -0.98
73 C 8.14 7.63 -0.69
74 C 7.81 6.18 -0.39
75 O 6.65 5.86 -1.16
76 C 6.09 7.07 -1.69
77 H 6.82 9.13 -1.57
78 H 6.26 8.43 -0.04
79 H 8.77 7.69 -1.58
80 H 8.67 8.12 0.14
81 H 7.55 6.04 0.67
82 H 8.62 5.50 -0.64
83 H 6.30 7.09 -2.77
84 H 5.01 7.08 -1.55
85 C -2.93 -3.57 3.10
86 N -3.80 -2.52 2.49
87 O -4.66 -2.90 1.70
88 O -3.58 -1.35 2.83
89 H -3.23 -4.54 2.72
90 H -1.90 -3.34 2.83
91 H -3.07 -3.52 4.18
92 F -1.51 1.05 -3.40
93 C -3.88 -0.57 7.03
94 C -2.69 -1.35 6.51
95 O -3.06 -2.07 5.34
96 H -4.71 -1.25 7.27
97 H -3.61 -0.01 7.93
98 H -4.25 0.13 6.28
99 H -2.34 -2.07 7.25
100 H -1.86 -0.68 6.26
101 H -3.37 -1.42 4.68
102 Br -2.11 -3.00 -1.15
103 Cl 3.89 1.48 3.07
104 C 1.22 -6.52 5.82
105 C 0.21 -5.63 6.19
106 C -1.13 -5.93 5.93
107 C -1.45 -7.14 5.30
108 C -0.44 -8.04 4.91
109 C 0.90 -7.72 5.18
110 N -2.85 -7.48 5.05
111 O -3.72 -6.66 5.38
112 O -3.10 -8.57 4.52
113 H 2.26 -6.28 6.02
114 H 0.47 -4.69 6.69
115 H -1.90 -5.23 6.23
116 H -0.67 -8.98 4.42
117 H 1.69 -8.41 4.89

The value obtained for the largest force on an atom is 0.167 Eh/bohr. As for the HOMO-LUMO gap: 1.7 eV. For the LUMO energy, the calculation gives -2.17 eV. The value obtained for the highest occupied orbital energy is -3.888 eV. The value obtained for the energy is -183889.4086 eV. The total charge is -1.


# 4
DFT (ωB97M-V with the def2-TZVPD basis set) results for a molecular structure, C31H47GaNO4P2.

Geometry (Å):
1 Ga 2.64 1.07 -1.35
2 C -3.54 1.30 1.18
3 C -3.30 1.42 -0.21
4 C -3.80 -0.78 0.24
5 C -3.84 -0.06 1.46
6 C -3.46 0.13 -0.80
7 C -3.49 2.39 2.18
8 H -3.68 3.36 1.70
9 H -2.51 2.44 2.69
10 H -4.25 2.23 2.96
11 C -4.13 -0.63 2.80
12 H -4.62 0.12 3.43
13 H -3.22 -0.96 3.31
14 H -4.80 -1.50 2.71
15 C -4.06 -2.22 0.07
16 H -4.79 -2.58 0.81
17 H -3.15 -2.82 0.19
18 H -4.47 -2.43 -0.93
19 C -3.29 -0.22 -2.22
20 H -4.03 -0.96 -2.53
21 H -2.29 -0.64 -2.42
22 H -3.41 0.67 -2.85
23 C -3.01 2.67 -0.94
24 H -3.93 3.24 -1.16
25 H -2.52 2.46 -1.90
26 H -2.36 3.33 -0.36
27 C 3.53 2.09 -0.02
28 C 2.61 2.57 1.09
29 C 1.52 3.56 0.58
30 C 0.55 3.07 -0.49
31 C 1.10 2.23 -1.63
32 C 2.23 2.63 -2.45
33 C 3.20 3.71 -2.03
34 C 4.09 3.32 -0.80
35 H 2.01 4.47 0.22
36 H 0.02 3.95 -0.92
37 H 0.89 3.88 1.43
38 H 4.20 4.20 -0.15
39 H 4.33 1.44 0.36
40 H 3.26 3.21 1.72
41 H 5.10 3.09 -1.17
42 H 3.87 3.90 -2.88
43 H 2.12 2.49 -3.53
44 H 2.70 4.67 -1.82
45 H -0.24 2.47 -0.01
46 H 0.29 1.71 -2.16
47 P 1.98 1.51 2.52
48 P 0.65 -2.42 -3.47
49 C 2.54 -0.95 -1.66
50 C 2.28 -1.49 -3.08
51 H 1.82 -1.38 -0.94
52 H 3.55 -1.26 -1.32
53 H 2.34 -0.67 -3.81
54 H 3.06 -2.24 -3.30
55 C 1.12 -4.15 -3.09
56 H 0.19 -4.74 -3.10
57 H 1.54 -4.20 -2.08
58 H 1.82 -4.53 -3.84
59 C 0.81 -2.32 -5.29
60 H 1.50 -1.51 -5.57
61 H -0.18 -2.06 -5.67
62 H 1.15 -3.27 -5.71
63 C 3.06 1.14 3.87
64 H 2.61 1.44 4.84
65 H 4.01 1.70 3.76
66 H 3.30 0.06 3.92
67 C 0.31 1.86 3.05
68 H -0.45 1.47 2.35
69 H 0.15 2.94 3.17
70 H 0.14 1.39 4.03
71 O 1.90 0.03 1.79
72 C 0.78 -0.43 1.14
73 O 0.17 0.27 0.34
74 C 0.41 -1.81 1.49
75 C 1.39 -2.81 1.50
76 C 1.02 -4.13 1.71
77 C -0.33 -4.46 1.93
78 C -1.31 -3.45 1.98
79 C -0.95 -2.13 1.73
80 N -0.74 -5.82 2.11
81 O 0.11 -6.73 2.05
82 O -1.96 -6.03 2.33
83 H 2.44 -2.53 1.36
84 H 1.77 -4.92 1.67
85 H -2.35 -3.70 2.18
86 H -1.69 -1.32 1.73

The value obtained for the largest force on an atom is 0.089 Eh/bohr. As for the HOMO-LUMO gap (spin up / spin down): 5.7 / 5.6 eV. For the LUMO energy (spin up / spin down), the calculation gives -3.73 / -3.68 eV. The value obtained for the highest occupied orbital energy (spin up / spin down) is -9.380 / -9.273 eV. The value obtained for the energy is -113530.7472 eV. The total charge is +1. The calculation puts the energy relative to the best compared isomer or geometry (same formula, charge and spin) at 0.0 kJ/mol.